# 1
C58H45CaN6O6S2 | wB97M-V/def2-TZVPD

Each line ends with the Löwdin charge.
CARTESIAN COORDINATES (ANGSTROEM)
Ca (0.220, -0.301, -0.224)  1.3646
S (1.334, 3.640, 2.520)  0.9683
S (2.201, 4.737, -0.129)  0.9193
O (2.013, -9.155, -0.591)  -0.0948
O (0.835, 0.644, -1.972)  -0.2048
O (-6.872, -2.779, -5.388)  -0.0961
O (-6.146, -1.512, 6.175)  -0.0931
O (7.015, 1.538, 5.088)  -0.0944
O (1.027, 0.225, -4.505)  0.0548
N (0.135, -0.112, 1.937)  -0.0199
N (1.518, 2.682, -1.177)  -0.0934
N (-1.938, -0.226, -0.006)  -0.0111
N (1.202, 2.369, 0.117)  -0.0510
N (1.789, -1.677, 0.296)  -0.0230
N (-0.327, -1.954, -1.550)  -0.0039
C (8.092, 2.205, 4.488)  -0.1069
C (4.816, 0.909, 2.191)  -0.0231
C (-5.436, -3.036, -3.421)  -0.0173
C (-3.120, -0.026, 4.803)  -0.0103
C (-4.353, -2.554, -2.708)  -0.0200
C (-2.673, 0.134, 1.063)  -0.2455
C (1.317, 0.191, 2.526)  -0.2795
C (-0.857, 0.323, 2.731)  -0.2221
C (-0.288, 0.992, 3.872)  -0.0519
C (2.537, 4.050, -4.911)  -0.1088
C (1.825, -7.813, -0.815)  -0.2790
C (1.681, -4.997, -1.169)  -0.1438
C (-2.235, 0.141, 2.412)  -0.0320
C (5.923, 1.334, 2.908)  -0.0175
C (-3.654, -1.416, -3.100)  -0.2219
C (-4.077, -0.474, 5.689)  -0.0055
C (-4.079, -0.756, -4.246)  -0.0139
C (2.309, -2.679, -0.424)  -0.2315
C (0.707, -7.232, -1.400)  -0.0197
C (-5.839, -2.377, -4.576)  -0.2789
C (1.309, 1.812, -2.126)  -0.4281
C (-1.165, -2.752, -3.515)  0.0044
C (-0.106, -3.528, -3.180)  -0.0293
C (-5.202, -1.161, 5.240)  -0.2812
C (3.849, 0.026, 4.188)  -0.0292
C (2.793, -1.079, 0.985)  -0.2512
C (-2.491, -1.043, -2.240)  -0.0682
C (2.286, 5.871, 1.321)  -0.5381
C (-4.023, 0.429, 0.629)  -0.0400
C (2.531, 5.031, 2.550)  -0.5162
C (3.738, -2.685, -0.265)  -0.0359
C (1.500, -3.553, -1.216)  -0.0312
C (0.981, -10.034, -0.946)  -0.1067
C (2.847, -6.976, -0.371)  -0.0060
C (1.061, 0.940, 3.726)  -0.1123
C (3.762, 0.251, 2.814)  -0.1835
C (0.396, -3.023, -1.922)  -0.2422
C (-4.079, 0.155, -0.699)  0.0009
C (5.982, 1.130, 4.281)  -0.2752
C (-4.308, -1.035, 3.018)  -0.0297
C (0.637, -5.858, -1.547)  -0.0210
C (-5.287, -1.466, 3.888)  -0.0186
C (-1.331, -1.802, -2.445)  -0.2479
C (1.499, 3.393, 0.813)  -0.8743
C (1.523, 1.470, -4.601)  -0.2690
C (-7.499, -4.002, -5.099)  -0.1073
C (4.933, 0.467, 4.914)  0.0012
C (-3.224, -0.239, 3.420)  -0.1458
C (-7.373, -1.974, 5.675)  -0.1083
C (2.386, 3.223, -6.017)  -0.1062
C (1.883, 1.947, -5.863)  -0.0269
C (2.188, 3.586, -3.659)  -0.0341
C (-2.770, -0.321, -1.072)  -0.2368
C (1.683, 2.301, -3.479)  -0.0652
C (-5.157, -1.230, -4.973)  -0.0064
C (4.044, -1.678, 0.600)  -0.0036
C (2.581, -0.200, 2.057)  -0.0519
C (2.776, -5.613, -0.538)  -0.0118
H (1.747, 1.286, -6.708)  0.1086
H (2.922, 5.054, -5.029)  0.0903
H (8.564, 1.595, 3.710)  0.0922
H (-4.025, -3.081, -1.824)  0.1312
H (-3.558, 0.124, -4.591)  0.1208
H (-0.804, 1.572, 4.612)  0.0911
H (4.769, 1.105, 1.130)  0.1269
H (-0.286, -5.446, -1.924)  0.1025
H (-5.950, -3.917, -3.065)  0.0998
H (-5.487, -0.728, -5.870)  0.1133
H (0.830, 0.081, -3.540)  0.0711
H (3.562, -5.008, -0.124)  0.0873
H (8.809, 2.396, 5.286)  0.0888
H (2.657, 3.579, -7.003)  0.0937
H (1.342, -11.033, -0.704)  0.0885
H (1.789, 1.395, 4.370)  0.0868
H (4.991, 0.311, 5.979)  0.1146
H (-4.802, 0.838, 1.248)  0.1096
H (-1.773, -2.798, -4.400)  0.1097
H (0.071, -9.829, -0.373)  0.0938
H (-8.030, -2.091, 6.536)  0.0882
H (-8.205, -4.182, -5.909)  0.0879
H (3.690, -7.427, 0.129)  0.1148
H (-2.280, 0.510, 5.201)  0.0813
H (3.535, 4.604, 2.540)  0.0701
H (-3.978, -0.295, 6.749)  0.1140
H (7.779, 3.158, 4.049)  0.0935
H (5.026, -1.389, 0.933)  0.0991
H (-4.383, -1.346, 1.990)  0.1084
H (-0.132, -7.834, -1.720)  0.1014
H (2.369, 5.586, 3.474)  0.0706
H (-7.806, -1.252, 4.972)  0.0969
H (-6.783, -4.833, -5.065)  0.0937
H (-7.261, -2.943, 5.172)  0.0897
H (-4.923, 0.243, -1.361)  0.1068
H (3.097, 6.579, 1.149)  0.0656
H (2.301, 4.212, -2.789)  0.0583
H (6.731, 1.823, 2.386)  0.0998
H (-8.043, -3.957, -4.148)  0.0919
H (-6.096, -2.066, 3.499)  0.1015
H (3.056, -0.515, 4.680)  0.1215
H (1.337, 6.405, 1.401)  0.0650
H (0.752, -9.974, -2.014)  0.0908
H (4.435, -3.287, -0.823)  0.1006
H (0.342, -4.312, -3.763)  0.1088

Output
E, eV: -122213.122
Gap between HOMO and LUMO (alpha / beta), eV: 5.151 / 5.139
Total charge: -1
Max |F|, hartree/bohr: 0.0380
E_LUMO (alpha / beta), eV: 1.36 / 1.31
Relative energy (zero: lowest compared OMol25 entry of this formula, charge and spin), kcal per mole: 73.2

# 2
C58H48N6O4P2Sr | wB97M-V/def2-TZVPD

Each line ends with the Löwdin charge.
CARTESIAN COORDINATES (ANGSTROEM)
Sr (-0.081, 0.659, 0.071)  1.5002
P (2.643, 1.295, 2.281)  0.7813
P (3.331, 1.200, -0.675)  0.7595
O (0.037, -2.262, -3.214)  0.0362
O (1.230, 1.250, 1.711)  -0.5690
O (1.988, 0.580, -1.027)  -0.4842
O (-1.307, -1.915, 3.670)  0.0358
N (-1.498, -0.263, 2.141)  0.1045
N (-0.220, -1.657, 0.285)  -0.0035
N (-1.599, 5.014, 0.058)  0.0089
N (-1.292, 2.849, -0.252)  -0.0544
N (-2.256, 10.915, 3.391)  0.1809
N (-0.597, -0.419, -2.078)  0.0432
C (3.333, 2.987, -0.638)  -0.3084
C (-1.415, 3.802, 0.642)  -0.1316
C (-2.716, 3.824, 4.343)  -0.0707
C (-5.341, -0.083, -3.683)  -0.0679
C (2.243, 3.983, 2.588)  -0.0774
C (6.106, -1.005, -2.591)  -0.0611
C (4.443, 3.683, -0.141)  -0.0876
C (5.088, -0.593, -1.750)  -0.0768
C (3.355, 5.765, -0.655)  -0.0517
C (-0.405, -1.342, -4.268)  -0.0289
C (4.772, 4.461, 3.676)  -0.0525
C (-2.149, -0.919, 4.343)  -0.0208
C (-2.549, 8.522, 0.828)  0.0010
C (3.285, -0.286, 6.003)  -0.0483
C (-2.554, -0.139, -3.575)  -0.2009
C (-3.015, 2.555, 3.849)  -0.0292
C (4.411, 3.175, 3.304)  -0.0909
C (3.042, -1.633, 5.771)  -0.0479
C (-1.424, 4.118, 4.764)  -0.0915
C (-2.028, 1.575, 3.773)  -0.1935
C (-2.156, 9.915, 2.824)  -0.1602
C (-0.430, 3.144, 4.682)  -0.0718
C (0.073, -3.570, 1.653)  0.0333
C (-2.028, 8.659, 2.110)  -0.2142
C (-0.734, 1.880, 4.189)  -0.0394
C (2.247, 3.689, -1.154)  -0.0618
C (-4.678, -1.251, -3.310)  -0.0604
C (2.257, 5.081, -1.158)  -0.0555
C (4.645, 0.735, -1.779)  -0.2795
C (-4.610, 1.052, -4.006)  -0.0646
C (6.688, -0.095, -3.469)  -0.0509
C (-1.383, 3.485, -1.484)  -0.1307
C (-2.420, 7.321, 0.149)  0.0076
C (2.563, -1.160, 3.465)  -0.0832
C (-1.378, 7.587, 2.709)  -0.0109
C (2.671, -2.072, 4.502)  -0.0568
C (5.226, 1.643, -2.669)  -0.0582
C (-1.047, -0.174, -3.497)  -0.2121
C (6.245, 1.221, -3.514)  -0.0531
C (-1.017, -1.394, 2.473)  -0.3289
C (-3.292, -1.275, -3.256)  -0.0327
C (4.452, 5.067, -0.148)  -0.0556
C (3.143, 2.933, 2.763)  -0.3029
C (3.175, 0.635, 4.965)  -0.0599
C (0.165, -2.341, -0.791)  -0.1611
C (-1.235, 6.394, 2.027)  -0.0133
C (-0.296, -2.251, 1.475)  -0.1763
C (-2.360, 0.183, 3.274)  -0.2087
C (2.820, 0.202, 3.686)  -0.2767
C (-1.571, 4.816, -1.313)  -0.0333
C (0.534, -4.268, 0.540)  0.0051
C (3.805, 0.670, 1.012)  -0.2578
C (-0.094, -1.592, -2.065)  -0.3434
C (0.564, -3.663, -0.712)  0.0460
C (-3.218, 1.019, -3.952)  -0.0415
C (-1.754, 6.266, 0.750)  -0.1685
C (2.613, 5.271, 2.959)  -0.0582
C (3.869, 5.508, 3.507)  -0.0497
H (5.312, 5.606, 0.238)  0.1201
H (7.492, -0.417, -4.122)  0.1177
H (4.881, 2.669, -2.717)  0.1092
H (-0.719, 5.563, 2.496)  0.0880
H (1.415, 5.627, -1.569)  0.1057
H (0.579, 3.368, 5.017)  0.1061
H (-3.496, 4.576, 4.412)  0.1155
H (-6.425, -0.066, -3.735)  0.1121
H (3.342, 1.688, 5.165)  0.1044
H (-5.244, -2.145, -3.068)  0.1120
H (-4.028, 2.323, 3.524)  0.1223
H (-1.614, -0.563, 5.216)  0.1295
H (1.269, 3.787, 2.152)  0.0933
H (-0.654, 0.774, -3.854)  0.1386
H (-1.331, 2.935, -2.415)  0.0966
H (3.558, 0.053, 6.996)  0.1185
H (-2.787, -2.195, -2.961)  0.1222
H (4.831, 0.961, 1.250)  0.0870
H (4.628, -1.313, -1.076)  0.1068
H (-1.195, 5.099, 5.173)  0.1107
H (2.267, -1.508, 2.478)  0.0964
H (-3.064, -1.409, 4.650)  0.1345
H (1.926, 6.099, 2.810)  0.1067
H (3.742, -0.418, 1.027)  0.0671
H (5.308, 3.144, 0.242)  0.1216
H (-0.024, -4.044, 2.624)  0.1341
H (-2.649, 1.902, -4.235)  0.1067
H (6.694, 1.922, -4.208)  0.1164
H (-0.980, 7.696, 3.710)  0.1267
H (3.140, -2.347, 6.582)  0.1187
H (0.469, -1.051, -4.837)  0.1329
H (3.366, 6.851, -0.666)  0.1177
H (-5.119, 1.961, -4.309)  0.1108
H (-1.103, -1.870, -4.904)  0.1352
H (-2.863, 7.212, -0.834)  0.1204
H (-3.070, 9.352, 0.370)  0.1331
H (6.448, -2.034, -2.567)  0.1145
H (5.124, 2.362, 3.428)  0.1199
H (0.043, 1.119, 4.140)  0.1056
H (2.471, -3.125, 4.327)  0.1129
H (0.825, -5.306, 0.641)  0.1274
H (-3.383, 0.181, 2.914)  0.1465
H (-1.445, 3.650, 1.721)  0.1242
H (-1.676, 5.620, -2.025)  0.1295
H (5.753, 4.650, 4.099)  0.1184
H (1.405, 3.154, -1.566)  0.0891
H (4.151, 6.515, 3.800)  0.1192
H (0.854, -4.205, -1.603)  0.1350

Output
E, eV: -97464.229
Gap between HOMO and LUMO, eV: 8.268
Total charge: +2
Max |F|, hartree/bohr: 0.0592
E_LUMO, eV: -4.99